{"formula": "C5H9NO", "method": "the ωB97M-V functional and the def2-TZVPD basis", "largest_force_ha_per_bohr": 0.0105, "e_above_lowest_kj_mol": 346.3, "total_charge": 0, "e_homo_ha": -0.2821, "elements": ["C", "C", "C", "C", "O", "C", "N", "H", "H", "H", "H", "H", "H", "H", "H", "H"], "coordinates": [[-0.04430, -0.88667, 1.56374], [-0.94290, -0.39783, -1.23770], [-1.63735, 0.93206, -1.24899], [0.96112, 0.17250, 1.12542], [1.92841, -0.30275, 0.18424], [1.51564, -0.41571, -1.09811], [0.30778, -0.36014, -1.45278], [-0.87472, -1.03360, 0.86282], [-0.47350, -0.59939, 2.52621], [0.46048, -1.85069, 1.67183], [-2.34068, 0.96797, -0.41111], [-0.97525, 1.80969, -1.21423], [-2.24370, 0.96715, -2.15934], [0.46629, 1.06384, 0.71138], [1.56421, 0.49652, 1.97637], [2.32847, -0.56294, -1.79975]], "forces_ev_per_a": [[-0.1, -0.1, 0.0], [0.4, 0.2, -0.4], [-0.1, 0.1, -0.1], [-0.1, 0.1, 0.2], [0.1, -0.1, -0.1], [-0.2, 0.0, -0.2], [-0.2, 0.0, 0.3], [0.3, 0.0, 0.1], [0.1, 0.0, 0.0], [0.0, 0.1, 0.1], [0.0, 0.0, -0.1], [0.0, -0.1, -0.1], [0.0, 0.1, 0.1], [0.1, -0.2, 0.0], [-0.1, -0.1, -0.1], [-0.1, 0.0, 0.1]], "mulliken_charge": [-1.024, -0.384, -0.714, -0.263, -0.362, -0.004, -0.024, 0.343, 0.343, 0.292, 0.244, 0.331, 0.313, 0.217, 0.315, 0.376]}

{"formula": "C31H50BrN3OP2Pb", "method": "the ωB97M-V functional and the def2-TZVPD basis", "largest_force_ha_per_bohr": 0.0541, "e_above_lowest_kj_mol": 111.2, "total_charge": 2, "e_homo_ha": [-0.4564, -0.4563], "elements": ["C", "C", "C", "C", "N", "C", "C", "C", "C", "C", "C", "C", "C", "C", "Pb", "P", "H", "H", "H", "H", "H", "H", "H", "H", "C", "C", "H", "H", "H", "H", "H", "C", "C", "H", "H", "H", "H", "H", "C", "C", "H", "H", "H", "H", "H", "Br", "P", "C", "C", "H", "H", "H", "H", "H", "C", "C", "H", "H", "H", "H", "H", "C", "C", "H", "H", "H", "H", "H", "C", "N", "C", "C", "C", "N", "C", "C", "O", "H", "H", "H", "H", "H", "H", "H", "H", "H", "H", "H", "H"], "coordinates": [[-4.90206, -3.55327, -1.12640], [-5.02055, -2.31126, -1.78509], [-6.28721, -1.94913, -2.27460], [-7.38275, -2.78897, -2.02005], [-7.26850, -3.93135, -1.34429], [-6.06354, -4.32239, -0.93018], [-3.83817, -1.51285, -2.10785], [-2.66033, -0.98938, -1.89639], [-1.59282, -0.65317, -0.95796], [-0.86624, -1.61385, -0.23428], [0.32877, -1.27595, 0.40345], [0.84012, 0.02708, 0.26033], [0.07338, 1.01377, -0.37379], [-1.22771, 0.69677, -0.76135], [-3.11767, -0.93970, -4.07225], [1.10027, 1.89613, 2.93816], [-6.41402, -1.05087, -2.87037], [-3.93305, -3.93087, -0.81045], [-8.37336, -2.51355, -2.37779], [-5.99588, -5.28190, -0.41119], [-1.97146, 1.49135, -0.89373], [-1.25436, -2.63148, -0.16296], [0.48042, 2.01372, -0.53082], [0.89866, -2.00028, 0.97571], [2.30421, 3.08692, 3.61547], [1.82734, 4.52774, 3.77154], [3.15779, 3.04611, 2.91965], [2.64076, 2.67488, 4.57842], [2.66267, 5.13411, 4.13824], [1.49582, 4.95867, 2.81950], [1.01511, 4.61553, 4.50241], [-0.49315, 2.70562, 2.57306], [-1.74292, 1.83232, 2.73055], [-0.41301, 3.06229, 1.52990], [-0.54509, 3.59953, 3.21733], [-2.60158, 2.36058, 2.29871], [-1.65423, 0.86979, 2.20949], [-1.97589, 1.64499, 3.78527], [0.82647, 0.62861, 4.21555], [0.37698, 1.19922, 5.56277], [1.77335, 0.06908, 4.32308], [0.08658, -0.08752, 3.81890], [0.24784, 0.37356, 6.27254], [1.12129, 1.88296, 5.98679], [-0.58299, 1.72413, 5.49765], [2.48330, 0.52576, 0.97380], [-2.42890, 1.54436, -4.55126], [-2.11355, 2.71065, -3.18344], [-1.54100, 4.07992, -3.56919], [-1.39386, 2.19820, -2.54420], [-3.04828, 2.83631, -2.62199], [-1.37913, 4.67252, -2.65734], [-0.57125, 4.00065, -4.07550], [-2.21771, 4.65278, -4.21375], [-0.65590, 0.64916, -4.39244], [0.39135, 1.43333, -5.18007], [-0.74153, -0.36561, -4.81630], [-0.39103, 0.57420, -3.32649], [1.32945, 0.86617, -5.18916], [0.06458, 1.57492, -6.21898], [0.59664, 2.41434, -4.74255], [-4.35242, 1.78501, -4.47253], [-4.70953, 3.22462, -4.86632], [-4.73985, 1.51872, -3.47756], [-4.74729, 1.08265, -5.21863], [-5.77831, 3.27984, -5.10547], [-4.50235, 3.94724, -4.06748], [-4.14443, 3.52037, -5.75983], [3.92142, -4.12174, -0.34126], [4.80884, -3.56891, 0.63970], [6.14240, -4.11242, 0.73863], [7.01409, -3.16041, 1.52024], [6.38929, -2.87344, 2.86853], [5.01716, -2.44862, 2.68684], [4.34624, -1.81359, 3.78968], [4.18720, -2.93498, 1.69620], [2.95542, -2.78535, 1.74113], [3.28646, -4.90916, 0.08397], [4.51770, -4.53121, -1.15703], [3.26761, -3.33390, -0.72554], [6.13499, -5.09833, 1.23778], [6.52118, -4.23670, -0.27783], [7.14550, -2.21943, 0.97066], [8.00013, -3.60367, 1.68512], [6.90868, -2.05863, 3.39298], [6.42104, -3.78361, 3.50366], [3.56660, -2.46512, 4.21036], [5.09306, -1.58258, 4.55375], [3.86671, -0.88200, 3.45644]], "forces_ev_per_a": [[-0.4, 0.1, -0.1], [-0.2, -0.5, -0.2], [-0.1, -0.4, 0.2], [0.8, 0.4, 0.1], [0.0, -0.1, -0.1], [0.5, 0.6, -0.1], [0.8, -0.1, 2.2], [-1.7, -1.1, 1.8], [0.0, 0.6, 0.9], [0.1, -0.1, -0.4], [0.3, 0.6, 0.1], [-1.4, -0.6, -0.9], [-0.2, -0.2, 0.7], [0.1, 0.0, -0.5], [-0.4, -0.7, -2.7], [-0.7, 0.1, 1.1], [0.0, 0.0, 0.1], [-0.2, 0.1, 0.0], [0.2, -0.1, 0.1], [-0.1, 0.3, -0.2], [0.5, -0.4, -0.6], [0.3, 0.2, -0.2], [-0.3, -0.1, 0.4], [0.0, -0.1, -0.1], [0.4, -0.1, -0.3], [0.0, 0.2, 0.1], [-0.1, 0.1, 0.3], [0.0, 0.1, -0.3], [-0.2, -0.1, -0.1], [0.1, -0.1, 0.2], [0.1, 0.0, -0.2], [-0.1, 0.4, -0.3], [-0.1, -0.1, 0.0], [-0.1, 0.0, 0.4], [-0.1, -0.3, -0.2], [0.2, -0.1, 0.1], [0.0, 0.2, 0.1], [0.1, 0.0, -0.3], [0.1, -0.5, -0.2], [-0.1, 0.0, 0.2], [-0.3, 0.2, -0.1], [0.3, 0.2, 0.1], [0.0, 0.2, -0.1], [-0.2, -0.1, -0.1], [0.2, -0.1, 0.0], [1.0, -0.3, -0.3], [1.2, 2.3, 0.0], [0.4, 0.4, 0.4], [0.0, 0.3, 0.1], [-0.2, 0.4, 0.0], [0.3, 0.0, 0.1], [0.0, -0.1, -0.2], [-0.3, 0.0, 0.1], [0.2, -0.2, 0.1], [0.2, -0.6, -0.8], [-0.3, 0.1, -0.2], [0.1, 0.4, 0.1], [-0.5, 0.1, -0.2], [-0.1, 0.0, 0.1], [0.2, 0.0, 0.3], [-0.1, -0.2, -0.1], [-0.5, -1.1, -0.7], [0.5, 0.0, -0.1], [0.2, 0.0, -0.2], [-0.2, 0.2, 0.2], [0.2, -0.1, 0.1], [0.0, -0.3, -0.2], [-0.2, 0.0, 0.2], [-0.4, -0.2, -0.4], [-0.7, 0.5, 0.6], [0.2, -0.1, 0.2], [0.6, 0.2, 0.2], [0.1, -0.2, 0.2], [-0.9, 0.0, -0.5], [-0.2, 0.1, 0.4], [0.5, -0.2, 0.0], [0.7, 0.3, -0.1], [0.1, 0.0, -0.2], [-0.1, 0.0, 0.0], [0.0, -0.2, 0.0], [0.0, 0.2, -0.2], [0.0, -0.1, 0.1], [0.0, -0.2, 0.0], [-0.1, 0.1, -0.1], [0.0, -0.3, -0.2], [0.1, 0.4, -0.2], [0.2, 0.2, 0.0], [-0.2, 0.0, -0.1], [0.1, -0.1, 0.2]], "mulliken_charge": [-0.456, 0.538, -0.461, -0.399, -0.540, -0.386, 0.015, -0.872, 1.009, -0.847, -0.446, -0.353, -0.221, -0.732, 0.609, 0.390, 0.369, 0.396, 0.374, 0.375, 0.805, 0.474, 0.713, 0.816, -0.489, -1.381, 0.446, 0.506, 0.396, 0.358, 0.359, -0.477, -1.384, 0.476, 0.518, 0.390, 0.220, 0.348, -0.204, -1.167, 0.190, 0.345, 0.416, 0.285, 0.263, -0.014, 0.152, 0.282, -1.459, -0.397, 0.674, 0.395, 0.181, 0.373, -0.177, -1.315, 0.394, 0.115, 0.432, 0.358, 0.258, -0.545, -1.285, 0.423, 0.480, 0.424, 0.288, 0.377, -0.913, 0.180, -0.590, -0.681, -0.593, 0.247, -0.702, 0.243, -0.669, 0.326, 0.350, 0.181, 0.272, 0.392, 0.291, 0.351, 0.410, 0.285, 0.329, 0.401, -0.105]}

{"formula": "CH6N2S", "method": "the ωB97M-V functional and the def2-TZVPD basis", "largest_force_ha_per_bohr": 0.0557, "e_above_lowest_kj_mol": 127.2, "total_charge": 0, "e_homo_ha": -0.2764, "elements": ["S", "H", "N", "C", "N", "H", "H", "H", "H", "H"], "coordinates": [[0.70355, -1.34761, -1.97239], [1.87733, -1.97485, -2.38798], [0.66311, 0.96555, -0.04553], [-0.30228, 0.78517, 0.85834], [-0.95622, -0.37065, 1.09337], [0.71241, -0.09766, -0.79856], [0.73372, 1.93590, -0.45878], [-0.59950, 1.62564, 1.40665], [-1.67613, -0.41715, 1.87479], [-1.15599, -1.10435, 0.43009]], "forces_ev_per_a": [[0.0, -0.4, -0.3], [-0.8, 0.9, 0.8], [-2.6, -0.8, 0.1], [1.4, -0.6, -2.4], [-1.6, 0.4, 1.9], [1.2, 0.5, -0.4], [0.2, -1.5, 1.1], [-0.6, 1.0, 1.2], [1.6, 0.6, -1.4], [1.0, 0.0, -0.5]], "mulliken_charge": [-0.706, 0.086, -0.382, 0.112, -0.361, 0.169, 0.254, 0.341, 0.271, 0.216]}